(1)
Molecular formula: C2H7N2
Method: DFT, ωB97M-V/def2-TZVPD

## Properties
ΔE to the lowest compared entry with this formula, charge and spin (kcal/mol): 151.7
LUMO (eV): -9.0
HOMO-LUMO gap (hartree): 0.2140
DFT total energy (hartree): -189.4386
Total charge: +1

Geometry (Å):
C: 0.0978 -0.4460 -1.7011
N: 0.4135 0.6776 -0.7346
C: 0.4932 0.5622 0.6703
N: -0.7421 -0.0506 1.5627
H: -1.0708 -0.9937 1.5695
H: 0.6341 -1.3839 -1.5524
H: -0.9122 -0.6059 -1.2939
H: 0.7343 1.6064 1.0739
H: 1.3609 0.0175 0.9002
H: 0.1237 -0.0284 -2.7576
H: -1.1322 0.6448 2.2629

Atomic partial charges in e from the Mulliken method, atoms 1 to 6: -0.5572, 0.0595, -0.1729, -0.4296, 0.2249, 0.3335

***

(2)
Molecular formula: C2H7N2
Method: DFT, ωB97M-V/def2-TZVPD

## Properties
ΔE to the lowest compared entry with this formula, charge and spin (kcal/mol): 27.4
LUMO (eV): -4.1
HOMO-LUMO gap (hartree): 0.4128
DFT total energy (hartree): -189.6367
Total charge: +1

Geometry (Å):
C: 0.5238 -0.8221 -1.3302
N: -0.2001 -0.3862 -0.1536
C: 0.1577 0.5931 0.6126
N: -0.6480 0.9851 1.6220
H: 1.1549 -0.0529 -2.0365
H: 1.2712 -1.6249 -1.0262
H: -0.0623 -1.4159 -2.0822
H: -1.0440 -1.0029 0.0372
H: 0.9175 1.3907 0.2680
H: -1.4340 0.4105 1.8816
H: -0.6365 1.9256 2.2073

Atomic partial charges in e from the Mulliken method, atoms 1 to 6: -0.7938, -0.1841, 0.3114, -0.3637, 0.2847, 0.3358

***

(3)
Molecular formula: C2H7N2O
Method: DFT, ωB97M-V/def2-TZVPD

## Properties
ΔE to the lowest compared entry with this formula, charge and spin (kcal/mol): 124.1
LUMO (alpha / beta) (eV): 4.2 / 4.2
HOMO-LUMO gap (alpha / beta) (hartree): 0.1941 / 0.1940
DFT total energy (hartree): -264.9625
Total charge: -1

Geometry (Å):
C: -0.0916 -1.3600 -0.2511
C: -0.9333 1.0460 -0.2544
N: 1.3706 0.6246 0.0841
N: 0.1459 0.0993 -0.3609
O: 2.2438 -0.1897 0.1523
H: -1.0046 -1.6757 0.0481
H: -0.0696 -1.8642 -1.2660
H: 0.8354 -1.7648 0.3130
H: -1.5775 0.8691 -1.1006
H: -1.3334 1.1740 0.8046
H: -0.4819 1.9799 -0.2723
H: 0.8960 1.0614 2.1032

Atomic partial charges in e from the Mulliken method, atoms 1 to 6: -0.9211, -1.3827, -0.2457, 0.4433, -0.6295, 0.3565

***

(4)
Molecular formula: C2H7N2O
Method: DFT, ωB97M-V/def2-TZVPD

## Properties
ΔE to the lowest compared entry with this formula, charge and spin (kcal/mol): 35.0
LUMO (eV): 4.6
HOMO-LUMO gap (hartree): 0.2662
DFT total energy (hartree): -265.1046
Total charge: -1

Geometry (Å):
C: -1.1544 -1.8561 -0.5462
N: -1.9173 -2.8977 -0.5280
H: -0.2873 -1.8884 -1.2280
H: -1.2976 -0.9689 0.0689
H: -2.6131 -2.7205 0.1935
N: 1.8700 1.1583 0.3122
C: 0.4346 1.5309 0.3089
O: -0.3742 0.4918 0.5151
H: 2.3438 1.2324 -0.5774
H: 2.4324 1.5558 1.0652
H: 0.3099 2.3330 1.0926
H: 0.2532 2.0294 -0.6768

Atomic partial charges in e from the Mulliken method, atoms 1 to 6: -0.0554, -0.6462, 0.2792, 0.1955, 0.2383, -0.4570

***

(5)
Molecular formula: C2H7N2O
Method: DFT, ωB97M-V/def2-TZVPD

## Properties
ΔE to the lowest compared entry with this formula, charge and spin (kcal/mol): 43.8
LUMO (eV): -4.0
HOMO-LUMO gap (hartree): 0.3966
DFT total energy (hartree): -264.8613
Total charge: +1

Geometry (Å):
C: -0.2922 0.2361 0.0561
C: -0.2665 0.9669 1.5326
N: -0.9024 -0.9751 -0.0616
N: 1.2151 0.1030 -0.4580
O: 0.5592 1.7628 1.7982
H: -0.7765 0.9681 -0.6011
H: -1.1564 0.7567 2.0861
H: -1.4687 -1.1048 -0.9173
H: -1.0524 -1.5950 0.5879
H: 1.5782 -0.6642 -0.0127
H: 1.9454 0.8766 -0.3114
H: 1.1884 -0.1281 -1.4802

Atomic partial charges in e from the Mulliken method, atoms 1 to 6: 0.0591, -0.0339, -0.4214, -0.4355, -0.3704, 0.3610

***

(6)
Molecular formula: C2H7N2O2
Method: DFT, ωB97M-V/def2-TZVPD

## Properties
ΔE to the lowest compared entry with this formula, charge and spin (kcal/mol): 11.0
LUMO (eV): 4.4
HOMO-LUMO gap (hartree): 0.3156
DFT total energy (hartree): -340.4537
Total charge: -1

Geometry (Å):
N: -0.1197 0.9540 1.0977
C: 0.7623 -0.1924 1.3209
N: 1.8851 0.1359 2.2102
H: 0.3716 1.6644 0.5721
H: -0.8756 0.6404 0.4975
H: 0.1514 -0.9868 1.7706
H: 1.1319 -0.5895 0.3661
H: 2.5887 0.5951 1.6407
H: 1.5364 0.8660 2.8280
O: -1.4858 -1.0557 -1.0453
C: -1.1210 -0.3756 -2.0167
O: -0.2682 0.5451 -2.0555
H: -1.5561 -0.6437 -3.0246

Atomic partial charges in e from the Mulliken method, atoms 1 to 6: -0.7508, -0.2269, -0.6601, 0.2421, 0.3235, 0.2472

***

(7)
Molecular formula: C2H7N2O2
Method: DFT, ωB97M-V/def2-TZVPD

## Properties
ΔE to the lowest compared entry with this formula, charge and spin (kcal/mol): 137.4
LUMO (eV): 4.4
HOMO-LUMO gap (hartree): 0.2308
DFT total energy (hartree): -340.2524
Total charge: -1

Geometry (Å):
C: -1.6292 1.0684 -0.6205
C: -0.3843 -0.5882 0.6619
N: 1.9779 -0.9580 0.5471
N: 0.8086 -0.7029 -0.3403
O: 1.0054 0.4148 -1.1080
O: -1.6781 -0.0614 0.3169
H: -2.2974 0.6725 -1.3718
H: -0.5112 1.0442 -1.0302
H: -1.8642 2.1538 -0.3662
H: 0.1230 -0.1481 1.5342
H: -0.5182 -1.6365 0.9760
H: 2.6818 -1.2580 -0.1069
H: 2.2859 -0.0006 0.9078

Atomic partial charges in e from the Mulliken method, atoms 1 to 6: -0.6013, -0.4445, -0.6741, -0.1093, -0.7994, -0.2853

***

(8)
Molecular formula: C2H7N2O2
Method: DFT, ωB97M-V/def2-TZVPD

## Properties
ΔE to the lowest compared entry with this formula, charge and spin (kcal/mol): 142.0
LUMO (eV): -5.1
HOMO-LUMO gap (hartree): 0.3893
DFT total energy (hartree): -339.9538
Total charge: +1

Geometry (Å):
C: 0.9994 -1.4816 0.0022
C: -1.8068 0.8351 0.0461
N: 0.2841 -0.2415 -0.0324
N: 0.7817 0.9105 0.0256
O: -1.0705 -0.3517 -0.0757
O: 2.0754 0.9417 0.0139
H: 0.2925 -2.1758 0.3535
H: 1.7512 -1.3671 0.6929
H: 1.4445 -1.8993 -0.9200
H: -2.8628 0.3662 0.2108
H: -1.7368 1.4075 -0.9646
H: -1.3459 1.4462 0.9559
H: 2.3317 1.9796 -0.0248

Atomic partial charges in e from the Mulliken method, atoms 1 to 6: -0.7730, -0.4521, 0.8328, -0.3103, -0.2440, -0.3539

***

(9)
Molecular formula: C2H7N2O2
Method: DFT, ωB97M-V/def2-TZVPD

## Properties
ΔE to the lowest compared entry with this formula, charge and spin (kcal/mol): 208.9
LUMO (eV): -7.6
HOMO-LUMO gap (hartree): 0.3097
DFT total energy (hartree): -339.8472
Total charge: +1

Geometry (Å):
C: 0.6725 -0.2737 -1.9003
C: -1.0274 0.1279 1.5927
N: 0.9977 1.0685 -0.0692
N: 1.5451 0.5028 -1.0070
O: 2.6710 0.6125 -1.3093
O: -0.4087 -0.0776 0.4577
H: 0.0201 0.4532 -2.4305
H: -0.0217 -0.8977 -1.2391
H: 1.1379 -0.8760 -2.6443
H: -0.5897 0.0290 2.6429
H: -1.6092 -0.7479 1.5365
H: -1.5573 1.1564 1.7090
H: 1.4949 1.3596 0.7339

Atomic partial charges in e from the Mulliken method, atoms 1 to 6: -0.6399, -0.4984, -0.3730, 0.9519, -0.4535, -0.2656

***

(10)
Molecular formula: C2H7N2O5
Method: DFT, ωB97M-V/def2-TZVPD

## Properties
LUMO (alpha / beta) (eV): -0.2 / -1.3
⟨S²⟩: 0.75
HOMO-LUMO gap (alpha / beta) (hartree): 0.4106 / 0.3557
DFT total energy (hartree): -565.8053
2S+1: 2
Total charge: 0

Geometry (Å):
O: 0.9498 -0.7617 -2.4399
H: 0.8505 -0.3299 -1.5692
C: -0.3352 2.1214 0.0246
N: -0.0678 1.9981 -1.4413
O: -1.0383 1.6285 -2.1321
O: 1.0421 2.3803 -1.8393
H: -0.5499 1.1315 0.4273
H: -1.0360 2.9050 0.3125
H: 0.6037 2.4534 0.4675
C: -0.5659 -2.0443 1.6046
N: 0.6460 -1.8162 0.6581
O: 1.0919 -0.7025 0.6560
O: 1.0228 -2.6622 -0.1218
H: -1.3161 -2.5981 1.0402
H: -1.0864 -1.1233 1.8675
H: -0.2113 -2.5799 2.4852

Atomic partial charges in e from the Mulliken method, atoms 1 to 6: -0.3627, 0.3714, -0.6067, 0.7579, -0.4602, -0.4434